Formula: C32H79FGaN7O7P3
Source: the Open Molecules 2025 dataset
Level of theory: the ωB97M-V functional and the def2-TZVPD basis

```
! RIJCOSX wB97M-V def2-TZVPD def2/J DEFGRID3
* xyz -1 1
C 0.77 -2.60 -1.51
C -0.25 -3.59 -2.09
O -1.44 -3.47 -1.28
P -2.44 -4.72 -1.19
O -3.71 -4.51 -1.90
C -2.74 -4.99 0.59
C -2.13 -3.85 1.45
C -2.27 -4.08 2.96
Ga -0.92 -2.82 3.91
C 0.12 -1.67 2.54
C -0.78 -0.80 1.68
F -2.10 -0.72 2.18
C -1.81 -1.52 5.22
C -0.72 -0.64 5.89
C -0.53 0.71 5.18
C 0.80 1.39 5.51
C 1.99 0.81 4.77
N 2.08 1.30 3.37
C 0.38 -3.98 5.01
C 1.26 -4.88 4.09
C 2.73 -4.39 4.14
C 3.28 -4.45 2.73
O 4.57 -3.78 2.62
C 5.17 -4.13 1.45
C 4.47 -3.68 0.18
O 6.20 -4.77 1.43
O -1.74 -6.09 -1.71
C -2.13 -6.56 -3.00
C -1.81 -5.64 -4.16
H 1.58 -2.43 -2.23
H 0.30 -1.68 -1.17
H 1.23 -3.09 -0.65
H -0.47 -3.28 -3.11
H 0.20 -4.57 -2.04
H -3.82 -5.03 0.73
H -2.31 -5.94 0.91
H -2.60 -2.92 1.13
H -1.06 -3.83 1.23
H -1.89 -5.09 3.16
H -3.28 -3.93 3.33
H 0.69 -2.37 1.92
H 0.81 -1.00 3.05
H -0.43 0.24 1.67
H -0.87 -1.18 0.66
H -2.32 -2.04 6.04
H -2.57 -0.89 4.74
H -1.09 -0.40 6.90
H 0.23 -1.16 5.99
H -1.33 1.39 5.52
H -0.66 0.59 4.11
H 0.73 2.46 5.28
H 1.02 1.34 6.58
H 1.94 -0.28 4.72
H 2.94 1.06 5.27
H 2.87 1.94 3.28
H 2.32 0.52 2.77
H 0.98 -3.36 5.68
H -0.26 -4.62 5.62
H 1.18 -5.93 4.38
H 0.87 -4.76 3.08
H 3.28 -5.03 4.82
H 2.73 -3.34 4.44
H 3.41 -5.50 2.45
H 2.54 -3.99 2.08
H 3.57 -4.28 0.03
H 5.11 -3.80 -0.69
H 4.14 -2.65 0.31
H -3.18 -6.85 -3.03
H -1.57 -7.48 -3.16
H -2.21 -6.03 -5.10
H -0.73 -5.55 -4.31
H -2.21 -4.64 -4.04
O -1.05 2.82 1.95
P -1.25 4.09 1.15
N 0.37 4.68 1.37
C 0.74 6.07 1.41
C 1.34 3.93 0.57
N -2.38 4.85 2.26
C -1.99 5.97 3.11
C -3.07 3.89 3.14
N -1.56 5.20 -0.19
C -2.25 6.47 -0.09
C -2.20 4.42 -1.28
H 0.72 6.56 0.42
H 1.77 6.16 1.78
H 0.14 6.65 2.10
H 1.21 4.12 -0.51
H 1.22 2.86 0.74
H 2.36 4.19 0.85
H -1.07 5.76 3.68
H -2.78 6.18 3.84
H -1.87 6.91 2.57
H -2.43 3.56 3.96
H -3.39 3.01 2.59
H -3.95 4.36 3.57
H -3.25 6.39 0.34
H -2.35 6.89 -1.09
H -1.66 7.20 0.47
H -3.20 4.08 -0.98
H -1.59 3.54 -1.51
H -2.29 5.00 -2.20
O 0.59 2.78 -3.47
P 0.96 2.69 -4.94
N -0.59 3.24 -5.50
C -1.25 2.76 -6.70
C -0.73 4.69 -5.41
N 1.08 0.92 -4.83
C 0.04 0.03 -5.34
C 1.40 0.42 -3.49
N 1.58 2.61 -6.62
C 1.66 1.42 -7.45
C 2.93 3.24 -6.63
H -0.80 3.13 -7.63
H -2.29 3.09 -6.68
H -1.30 1.67 -6.74
H -0.08 5.21 -6.13
H -0.47 5.03 -4.41
H -1.76 4.99 -5.60
H -0.95 0.30 -4.95
H 0.24 -1.00 -5.02
H -0.01 -0.04 -6.42
H 0.51 0.42 -2.83
H 2.17 1.01 -3.00
H 1.76 -0.61 -3.55
H 2.24 0.61 -6.99
H 2.15 1.69 -8.39
H 0.68 1.07 -7.74
H 3.66 2.65 -6.07
H 2.88 4.24 -6.19
H 3.30 3.36 -7.65
*
```

## Properties
Orbital gap in eV: 4.337
E_LUMO in eV: 0.02
E_HOMO in eV: -4.313


Formula: C14H33N7O6Ru
Source: the Open Molecules 2025 dataset
Level of theory: the ωB97M-V functional and the def2-TZVPD basis

```
! RIJCOSX wB97M-V def2-TZVPD def2/J DEFGRID3
* xyz 1 6
O 0.20 -1.12 -4.91
H 0.58 -1.55 -4.18
Ru 0.85 0.08 -1.00
N 1.46 -1.05 0.55
N 0.30 -2.06 -1.51
N 1.02 1.70 -0.14
N -0.14 1.29 -2.40
O 2.16 -0.53 1.52
O 1.71 1.87 1.03
O -0.85 1.04 -3.50
O -0.34 -2.51 -2.49
C 0.59 -2.95 -0.54
C 1.24 -2.38 0.59
C 0.48 2.80 -0.74
C -0.25 2.58 -1.91
C 1.72 -3.08 1.80
H 1.23 -2.71 2.71
H 2.81 -2.96 1.94
H 1.52 -4.16 1.72
C 0.21 -4.39 -0.67
H 0.34 -4.68 -1.72
H -0.85 -4.53 -0.40
H 0.83 -5.00 -0.02
C 0.62 4.10 -0.06
C -1.00 3.61 -2.67
H 1.57 4.20 0.48
H -0.21 4.25 0.64
H 0.56 4.89 -0.82
H -1.43 3.11 -3.53
H -0.32 4.39 -3.00
H -1.79 4.02 -2.04
H 1.96 0.86 1.25
H 0.46 -0.22 -4.44
C 2.61 -0.05 -1.57
H 2.89 -1.22 -1.50
H 2.46 1.00 -1.47
H 2.78 -0.05 -2.70
O 5.82 0.11 -1.59
H 6.17 1.01 -1.64
H 5.64 -0.02 -0.65
C -3.75 -1.32 0.49
N -2.92 -0.58 1.42
C -3.52 -0.34 2.74
C -1.72 -0.08 1.05
N -1.31 -0.23 -0.19
N -0.92 0.60 1.99
C -1.21 2.00 2.24
C -0.47 -0.09 3.18
H -4.62 -1.69 1.02
H -3.19 -2.17 0.07
H -4.08 -0.68 -0.34
H -3.00 -0.91 3.53
H -3.51 0.74 3.00
H -4.56 -0.68 2.70
H -2.04 -0.59 -0.79
H -2.00 2.14 3.01
H -0.30 2.49 2.62
H -1.52 2.51 1.31
H -0.26 -1.16 2.97
H 0.47 0.38 3.51
H -1.19 -0.02 4.02
*
```

## Properties
Orbital gap (alpha / beta) in eV: 5.992 / 6.477
E_LUMO (alpha / beta) in eV: -3.87 / -5.80
E_HOMO (alpha / beta) in eV: -9.861 / -12.274


Formula: C2H8O3
Source: the Open Molecules 2025 dataset
Level of theory: the ωB97M-V functional and the def2-TZVPD basis

```
! RIJCOSX wB97M-V def2-TZVPD def2/J DEFGRID3
* xyz 0 1
C 0.65 0.44 2.93
C 0.29 -0.65 2.26
O -0.40 -0.51 1.08
H 0.97 1.30 2.35
H 0.68 0.54 4.00
H 0.36 -1.68 2.60
H -0.15 -1.22 0.47
O 1.12 -0.43 -3.31
H 1.04 0.11 -4.10
H 0.54 0.01 -2.68
O -1.88 0.41 -2.12
H -1.81 1.38 -2.20
H -1.42 0.29 -1.28
*
```

## Properties
Orbital gap in eV: 9.715
E_LUMO in eV: 0.48
E_HOMO in eV: -9.238


Formula: C2HF3N2
Source: the Open Molecules 2025 dataset
Level of theory: the ωB97M-V functional and the def2-TZVPD basis

```
! RIJCOSX wB97M-V def2-TZVPD def2/J DEFGRID3
* xyz 0 1
F -1.57 0.24 -0.67
C -0.27 0.20 -0.86
F -0.04 0.97 -1.96
F 0.16 -1.05 -1.20
N 0.51 0.65 0.25
C 0.56 -0.35 1.33
N -0.21 0.62 1.58
H 0.85 -1.27 1.53
*
```

## Properties
Orbital gap in eV: 10.898
E_LUMO in eV: 0.23
E_HOMO in eV: -10.673


no.,DFT total energy (eV)
1,-142185.843
2,-40332.041
3,-8344.641
4,-13219.564